#one
# C30H28AsN7O4S2Ti

C30H28AsN7O4S2Ti as an isolated structure (ωB97M-V/def2-TZVPD, OMol25).

The geometry in XYZ format:
```
73
Properties=species:S:1:pos:R:3:lowdin_charge:R:1
Ti 0.36054 -0.49130 -0.49578 0.93
O 1.61135 0.06065 -1.59779 -0.19
C 1.51160 0.89870 -2.64550 -0.29
C 2.63696 1.60990 -3.05168 -0.02
C 2.58714 2.49798 -4.11161 -0.09
C 1.39454 2.68662 -4.79498 -0.10
C 0.27320 1.96985 -4.42238 -0.05
C 0.29152 1.06319 -3.35803 -0.15
C -0.85434 0.20804 -3.10887 -0.07
N -0.83661 -0.60461 -2.09564 -0.17
N -1.64310 -1.62701 -1.89111 0.08
C -1.05977 -2.32207 -0.72976 -0.64
O 0.31955 -2.26750 -0.78396 -0.15
C -1.53851 -3.73164 -0.49029 -0.17
C -0.92319 -4.45621 0.52350 -0.03
C -1.32048 -5.75617 0.78514 -0.08
C -2.33152 -6.33311 0.02894 -0.09
C -2.93214 -5.61376 -0.99283 -0.08
C -2.53249 -4.31299 -1.25923 -0.03
H 3.56965 1.43891 -2.52896 0.11
H 3.48135 3.03512 -4.39872 0.10
H 1.35316 3.37208 -5.63103 0.10
H -0.65087 2.09537 -4.97452 0.11
H -1.64431 0.13786 -3.85260 0.13
H -0.12952 -3.98379 1.09029 0.12
H -0.83694 -6.31958 1.57308 0.10
H -2.64775 -7.34726 0.23781 0.10
H -3.71510 -6.06753 -1.58693 0.10
H -2.97782 -3.73271 -2.05548 0.11
N -2.52031 1.94843 3.86336 0.13
C -1.92959 1.62974 5.09099 -0.24
C -2.30037 2.31540 6.23720 -0.02
C -1.74143 1.98922 7.46637 -0.09
C -0.78737 0.99368 7.55052 -0.09
C -0.38805 0.33001 6.39602 -0.10
C -0.96262 0.63147 5.17472 -0.42
S -0.45332 -0.26178 3.71207 0.97
N -1.10752 0.66110 2.47047 -0.28
C -2.01038 1.54902 2.64912 -0.38
C -2.53898 2.28571 1.46524 -0.25
C -2.64297 3.67268 1.50417 -0.02
C -3.04594 4.33535 0.35538 -0.05
C -3.34750 3.59358 -0.77364 -0.04
C -3.23633 2.21147 -0.70335 -0.12
N -2.83812 1.57105 0.38645 0.10
H -3.22131 2.66849 3.86116 0.14
H -3.04316 3.10139 6.16466 0.11
H -2.04913 2.52856 8.35171 0.10
H -0.34983 0.72888 8.50313 0.10
H 0.36637 -0.44604 6.43874 0.11
H -2.36697 4.22440 2.39334 0.11
H -3.11273 5.41506 0.35198 0.11
H -3.65415 4.07980 -1.68891 0.11
H -3.46780 1.58387 -1.55690 0.11
N 0.95600 2.07338 0.50111 -0.01
C 0.10481 1.59519 -0.12752 -0.19
C 3.68372 0.92203 0.52864 -0.19
As 2.28736 0.41671 1.77307 1.02
C 3.31693 -0.86139 2.84013 -0.20
C 2.01080 1.81970 3.10659 -0.21
O 1.10839 -0.62915 1.21049 -0.57
H 4.63497 0.90628 1.05905 0.04
H 3.50118 1.89813 0.09010 0.04
H 3.69170 0.16333 -0.25247 0.04
H 4.20632 -0.41537 3.28320 0.04
H 3.60830 -1.66260 2.15963 0.04
H 2.67928 -1.28493 3.61465 0.03
H 2.12460 1.40386 4.10505 0.03
H 1.04486 2.29314 2.97796 0.01
H 2.79753 2.55069 2.91336 0.05
O -3.58004 -2.49336 1.09968 -0.43
S -2.73049 -1.31888 1.16151 0.98
N -1.45047 -1.35859 0.33460 -0.28
```

The HOMO energy is -6.497 eV. Its HOMO-LUMO gap is 6.4 eV.


#two
# C30H28AsN7O4S2Ti

C30H28AsN7O4S2Ti as an isolated structure (ωB97M-V/def2-TZVPD, OMol25).

The geometry in XYZ format:
```
73
Properties=species:S:1:pos:R:3:lowdin_charge:R:1
Ti 0.05077 -0.85804 0.84978 1.08
O -0.49884 -1.47763 2.51832 -0.16
C 0.50317 -2.22462 3.03654 -0.30
C 0.31474 -3.44663 3.53535 -0.01
C 1.31512 -4.41078 3.96156 -0.08
C 2.63542 -4.32237 4.06456 -0.15
C 3.20354 -2.24465 2.91393 -0.43
C 1.84433 -1.58237 2.64045 -0.45
C 1.78513 -0.10107 2.94203 -0.01
N 1.19166 0.53783 2.02764 -0.06
N 0.75593 1.84212 2.17980 0.12
C -0.45983 1.85130 1.70398 -0.41
O -1.04665 0.78314 1.25616 -0.17
C -1.21999 3.12457 1.68767 -0.14
C -0.64567 4.30661 2.14790 -0.03
C -1.36214 5.49035 2.08640 -0.08
C -2.65124 5.50143 1.56406 -0.09
C -3.22785 4.32221 1.11317 -0.07
C -2.51446 3.13375 1.17938 -0.02
H -0.71725 -3.77420 3.55838 0.12
H 0.93051 -5.38636 4.23341 0.10
H 3.22750 -5.15410 4.41810 0.12
H 3.95874 -1.49419 3.12438 0.12
H 2.06175 0.32155 3.90515 0.15
H 0.36008 4.28075 2.54556 0.11
H -0.91590 6.40891 2.44606 0.10
H -3.20510 6.43061 1.51398 0.10
H -4.23198 4.32506 0.70778 0.10
H -2.95117 2.20429 0.84099 0.11
N -0.80421 2.01222 -2.01775 0.13
C -2.19664 2.09567 -2.06703 -0.25
C -2.79050 3.24784 -2.57035 -0.03
C -4.16987 3.36446 -2.63349 -0.10
C -4.97624 2.32407 -2.19367 -0.10
C -4.38689 1.17119 -1.69650 -0.11
C -3.00524 1.05051 -1.63477 -0.46
S -2.31252 -0.43114 -1.01268 1.03
N -0.62223 -0.14249 -1.04392 -0.41
C -0.04937 0.94936 -1.56101 -0.35
C 1.33869 1.02868 -1.65632 -0.13
C 2.03258 2.24937 -1.91157 -0.05
C 3.37415 2.37590 -1.89998 -0.10
C 4.14786 1.22141 -1.50227 -0.08
C 3.57045 0.04043 -1.30084 -0.07
N 2.17162 -0.17692 -1.52718 0.00
H -0.30921 2.74616 -2.48945 0.12
H -2.15840 4.06302 -2.90622 0.11
H -4.61155 4.27137 -3.02461 0.10
H -6.05422 2.40533 -2.23822 0.10
H -5.00297 0.34942 -1.34793 0.11
H 1.44593 3.14656 -2.05978 0.11
H 3.84885 3.33011 -2.07135 0.09
H 5.20494 1.31494 -1.28920 0.11
H 4.10930 -0.79433 -0.87988 0.07
N 2.51854 -2.45311 -1.80806 -0.08
C 1.69391 -1.40022 -1.64883 -0.25
C -0.75844 -2.49474 -3.14158 -0.21
As -0.01823 -3.05932 -1.45870 1.07
C -0.92197 -4.77456 -1.35474 -0.21
C 1.81768 -3.71306 -1.64437 -0.27
O -0.60789 -2.46648 0.04392 -0.56
H -0.41342 -3.22989 -3.87040 0.05
H -0.42370 -1.49768 -3.40288 0.03
H -1.84081 -2.53130 -3.05858 0.03
H -0.69528 -5.41290 -2.20786 0.04
H -1.99263 -4.58428 -1.30773 0.04
H -0.62231 -5.26568 -0.42996 0.04
H 1.89413 -4.36939 -2.51218 0.09
H 2.09448 -4.25686 -0.74102 0.05
H 3.52770 -2.42871 -1.74896 0.11
O 3.44131 -3.23484 3.84953 -0.06
S 3.23662 -2.68285 1.11280 0.98
N 1.78572 -1.74472 1.16308 -0.41
```

The HOMO energy is -6.219 eV. Its HOMO-LUMO gap is 6.1 eV.


Need the numbers? Relative energies in kJ/mol: #one 0.0; #two 241.2.


#one
# C32H22F15GeIrN4OS6Se

C32H22F15GeIrN4OS6Se as an isolated structure (ωB97M-V/def2-TZVPD, OMol25).

The geometry in XYZ format:
```
83
Properties=species:S:1:pos:R:3:mulliken_spin:R:1
Ir -0.75266 -0.02334 1.80247 0.49
C -2.55099 1.57245 -0.08296 0.02
C -3.62140 1.08546 0.87229 -0.01
N -3.09280 0.02377 1.75228 0.05
C -3.71262 0.00683 3.08897 0.01
C -3.36239 1.25804 3.89152 0.00
S -1.64751 1.80387 3.65025 0.18
C -1.80096 3.22462 2.53048 0.00
C -1.00139 3.02336 1.25554 0.01
N -1.24942 1.72654 0.59436 0.02
H -2.85777 2.51085 -0.55388 0.00
H -2.40097 0.83119 -0.86356 -0.01
H -4.48000 0.72705 0.29968 0.00
H -3.98064 1.89661 1.50029 0.00
H -3.22124 -0.89133 1.32926 -0.01
H -3.33847 -0.88055 3.59275 0.00
H -4.80228 -0.07007 3.02094 0.00
H -3.46493 1.03933 4.95316 0.00
H -4.01243 2.10600 3.67311 0.00
H -1.38726 4.08318 3.05779 0.00
H -2.85614 3.42539 2.35452 0.00
H 0.06600 3.04809 1.47667 0.00
H -1.22332 3.84362 0.56593 0.00
H -0.50263 1.60725 -0.09299 0.00
O 0.22584 -2.81387 8.02993 0.00
C 0.14166 -2.38663 6.92156 0.00
S -0.87259 -3.13333 5.64855 0.00
C -0.47687 -1.94943 4.42963 0.01
C 0.35670 -0.98492 4.73384 -0.01
S 0.88785 0.17777 3.53790 0.08
S 1.00232 -0.92326 6.35473 0.00
S -1.15292 -2.07204 2.81482 -0.01
C -3.28271 -0.89543 -2.82078 0.00
N -3.34317 -2.08253 -1.97023 0.01
C -4.25382 -3.10596 -2.13364 0.00
C -3.96647 -4.04012 -1.20703 0.00
N -2.88069 -3.58165 -0.49089 0.01
C -2.21139 -4.33628 0.56834 0.00
C -2.49865 -2.37608 -0.95998 0.04
Se -0.95008 -1.40678 -0.49593 0.13
H -3.54831 -1.17909 -3.83559 0.00
H -2.27177 -0.49949 -2.81074 0.00
H -3.98028 -0.13800 -2.46548 0.00
H -5.01058 -3.08289 -2.89725 0.00
H -4.42537 -4.99105 -1.00417 0.00
H -2.44800 -5.38894 0.43833 0.00
H -2.54631 -4.00163 1.54385 0.00
H -1.13805 -4.18242 0.49343 0.00
F 3.81243 -0.11111 -3.62175 0.00
C 3.49815 -1.26036 -3.00691 0.00
C 2.88409 -1.22679 -1.76461 0.00
C 2.62706 -2.44682 -1.16198 0.00
F 2.11888 -2.51155 0.06950 0.00
C 2.92644 -3.64703 -1.78103 0.00
F 2.65983 -4.80593 -1.18045 0.00
C 3.51002 -3.64051 -3.03409 0.00
F 3.79302 -4.78569 -3.63860 0.00
C 3.80816 -2.43912 -3.65418 0.00
F 4.37678 -2.43530 -4.85463 0.00
Ge 2.45774 0.51414 -1.00501 0.01
S 1.39574 0.63649 0.93201 -0.01
C 4.07490 1.41134 -0.40843 0.00
C 5.30708 0.78683 -0.29799 0.00
F 5.48313 -0.46630 -0.73161 0.00
C 6.40241 1.41907 0.26295 0.00
F 7.57468 0.79994 0.34820 0.00
C 6.26797 2.70756 0.74486 0.00
F 7.30719 3.32101 1.29120 0.00
C 5.04856 3.35904 0.66126 0.00
F 4.92419 4.59762 1.12868 0.00
C 3.97861 2.70112 0.09402 0.00
F 2.80968 3.35860 0.03027 0.00
C 1.69009 1.57225 -2.49666 0.01
C 0.48460 1.19873 -3.06150 0.00
F -0.16134 0.11216 -2.59316 -0.01
C -0.12385 1.88046 -4.09622 0.00
F -1.30032 1.47209 -4.58086 0.00
C 0.49807 2.99665 -4.61987 0.00
F -0.07001 3.67735 -5.60432 0.00
C 1.71973 3.39535 -4.10963 0.00
F 2.32895 4.45741 -4.62180 0.00
C 2.29578 2.68468 -3.07055 0.00
F 3.48945 3.11244 -2.65923 0.00
```

The net charge is +1. The HOMO energy (alpha / beta) is -9.532 / -9.481 eV. Its HOMO-LUMO gap (alpha / beta) is 5.5 / 5.4 eV. As for the spin multiplicity: 2.


#two
# C32H22F15GeIrN4OS6Se

C32H22F15GeIrN4OS6Se as an isolated structure (ωB97M-V/def2-TZVPD, OMol25).

The geometry in XYZ format:
```
83
Properties=species:S:1:pos:R:3:mulliken_spin:R:1
Ir -1.90325 0.16325 -0.88013 0.00
C -3.57624 2.20045 0.42473 0.01
C -4.63566 1.29288 -0.16841 -0.01
N -4.04720 0.43706 -1.22905 0.00
C -4.74954 -0.85274 -1.36977 0.01
C -4.46812 -1.79327 -0.19508 0.00
S -2.79809 -1.62659 0.53312 0.00
C -3.16249 -0.63379 2.02775 0.00
C -2.39645 0.67867 2.05532 0.00
N -2.36472 1.42444 0.77623 0.01
H -3.95926 2.73837 1.29533 0.00
H -3.26917 2.92911 -0.32523 0.00
H -5.45794 1.88800 -0.56897 0.00
H -5.05981 0.64076 0.59265 0.00
H -4.07823 0.92297 -2.12495 0.01
H -4.39420 -1.30915 -2.28897 -0.01
H -5.82821 -0.69697 -1.46351 0.00
H -4.54828 -2.82330 -0.53856 -0.01
H -5.17711 -1.67991 0.62356 0.00
H -2.83102 -1.22541 2.87980 0.00
H -4.24087 -0.52189 2.11297 0.00
H -1.36424 0.43837 2.28281 0.00
H -2.78021 1.31360 2.86065 0.00
H -1.59016 2.08270 0.84048 0.00
O -3.81523 1.60598 -7.13272 0.00
C -3.33717 1.33658 -6.07649 0.00
S -3.17948 -0.33399 -5.45640 -0.01
C -2.45640 0.11610 -3.93100 -0.02
C -2.25514 1.42704 -3.68487 0.05
S -1.43824 1.99315 -2.24907 0.08
S -2.74127 2.56038 -4.91655 0.01
S -1.84112 -1.11450 -2.86784 0.26
C 0.20061 -2.96815 -5.29408 0.00
N 1.22353 -2.93777 -4.25776 0.02
C 1.95717 -4.03041 -3.85657 0.02
C 2.84203 -3.59749 -2.93176 0.01
N 2.62803 -2.24976 -2.76652 0.02
C 3.41079 -1.38638 -1.89137 0.01
C 1.63560 -1.84460 -3.58513 -0.03
Se 0.96843 -0.11065 -3.69805 0.54
H 0.62401 -3.39645 -6.20016 0.00
H -0.12239 -1.94904 -5.48570 0.00
H -0.64803 -3.56213 -4.96052 0.00
H 1.79593 -5.00984 -4.26973 0.00
H 3.59283 -4.12945 -2.37548 0.00
H 3.60545 -1.91200 -0.95945 0.00
H 2.83327 -0.48677 -1.69584 -0.01
H 4.35281 -1.12683 -2.37227 0.00
F 3.83843 1.19370 3.13491 0.00
C 4.03234 1.66131 1.88953 0.00
C 3.05516 1.44274 0.93150 -0.01
C 3.30458 1.94993 -0.33336 0.01
F 2.41180 1.81836 -1.31791 0.00
C 4.47760 2.62286 -0.63678 0.00
F 4.68737 3.09616 -1.86161 0.00
C 5.43501 2.80730 0.34600 0.00
F 6.55856 3.44829 0.06495 0.00
C 5.21321 2.32556 1.62674 0.00
F 6.12782 2.50196 2.57362 0.00
Ge 1.45270 0.45832 1.49922 -0.01
S 0.31059 -0.31912 -0.19055 0.03
C 1.97138 -1.22954 2.35883 0.00
C 3.20820 -1.83996 2.29056 0.00
F 4.21433 -1.27092 1.60838 0.00
C 3.46480 -3.06493 2.88606 0.00
F 4.66461 -3.62867 2.78529 0.00
C 2.45480 -3.71044 3.57746 0.00
F 2.68376 -4.88287 4.14942 0.00
C 1.19718 -3.13173 3.66025 0.00
F 0.21899 -3.74842 4.31831 0.00
C 0.98684 -1.91576 3.04652 0.00
F -0.24669 -1.37190 3.14477 0.00
C 0.76101 1.69378 2.87743 0.00
C 0.26642 2.90813 2.43351 0.00
F 0.14101 3.11000 1.09907 0.00
C -0.14003 3.92235 3.27512 0.00
F -0.63073 5.06104 2.79512 0.00
C -0.03895 3.72532 4.64486 0.00
F -0.42138 4.67728 5.47967 0.00
C 0.45575 2.52789 5.13343 0.00
F 0.55161 2.34075 6.44302 0.00
C 0.84801 1.53327 4.24925 0.00
F 1.32838 0.40737 4.77997 0.00
```

The net charge is +1. The HOMO energy (alpha / beta) is -9.703 / -9.729 eV. Its HOMO-LUMO gap (alpha / beta) is 7.2 / 5.2 eV. As for the spin multiplicity: 2.


Need the numbers? Relative energies in kJ/mol: #one 309.6; #two 0.0.


#one
# C2H3F2OP

One molecule with the formula C2H3F2OP (ωB97M-V/def2-TZVPD, OMol25).

The geometry in XYZ format:
```
9
Properties=species:S:1:pos:R:3:nbo_charge:R:1
O 1.88328 1.12390 -0.70679 -0.68
C 1.19259 0.12549 -0.13642 0.17
C -0.11756 -0.12709 -0.04248 -0.68
P -2.01526 0.27526 -0.40211 1.46
F -2.46992 -1.29517 -0.58061 -0.58
F -2.46067 0.26907 1.16283 -0.58
H 2.61435 1.42904 -0.10223 0.49
H 1.78092 -0.61202 0.37074 0.16
H -0.40773 -1.18847 0.43708 0.23
```

The SMILES is O/C=C\P(F)F. The HOMO energy is -9.737 eV. Its HOMO-LUMO gap is 10.1 eV.


#two
# C2H3F2OP

One molecule with the formula C2H3F2OP (ωB97M-V/def2-TZVPD, OMol25).

The geometry in XYZ format:
```
9
Properties=species:S:1:pos:R:3:nbo_charge:R:1
C 0.13511 -1.05395 0.03631 -0.65
C 0.46402 0.56733 0.14707 0.37
F 1.36448 0.72732 1.12667 -0.35
F 1.10623 1.06906 -0.96199 -0.35
P -1.20663 1.51894 0.45787 1.26
O -1.91344 1.42945 -0.84394 -0.94
H -0.69887 -1.41403 0.73402 0.21
H 0.94254 -1.62412 0.19296 0.22
H -0.19343 -1.22002 -0.88897 0.22
```

The SMILES is CC(F)(F)P=O. The HOMO energy is -9.795 eV. Its HOMO-LUMO gap is 8.5 eV.


Need the numbers? Relative energies in kJ/mol: #one 0.0; #two 92.6.